(1)
Here is a 11-piece molecular cluster, C36H100N6O17 overall in a non-equilibrium geometry from OMol25. Energies are from the ωB97M-V functional and the def2-TZVPD basis.

Structure (XYZ):
```
159
C36H100N6O17 the ωB97M-V functional and the def2-TZVPD basis
C -11.6322 -2.1605 -8.2657
O -12.7423 -1.7161 -9.0290
C -12.5715 -0.9088 -10.2127
C -13.8812 -0.2265 -10.4386
C -14.8822 -1.1578 -11.1726
N -13.6660 0.9591 -11.3571
H -10.9863 -1.3552 -7.9158
H -11.0188 -2.8220 -8.8775
H -12.0648 -2.7860 -7.4849
H -11.9984 -0.0358 -9.9005
H -12.2450 -1.3092 -11.1724
H -14.1209 0.1036 -9.4278
H -14.6573 -1.3142 -12.2276
H -15.9094 -0.7985 -11.1104
H -14.8143 -2.1525 -10.7321
H -13.0076 1.5883 -10.9202
H -14.5244 1.4886 -11.4115
C -20.2004 13.9961 -1.2782
O -20.6852 14.9584 -0.3791
C -21.5530 14.4893 0.6346
C -21.6292 15.5510 1.7168
C -21.7684 17.0146 1.2997
N -20.4642 15.5276 2.6699
H -20.7779 13.9366 -2.2007
H -19.8869 13.1155 -0.7176
H -19.2437 14.4540 -1.5294
H -22.5764 14.4504 0.2615
H -21.3027 13.5774 1.1767
H -22.4054 15.2032 2.3984
H -22.7447 17.0357 0.8156
H -21.0315 17.2144 0.5217
H -21.8027 17.7185 2.1312
H -19.5762 15.3825 2.2110
H -20.4664 14.8309 3.4012
C -18.3272 17.4078 -9.1226
O -17.7191 16.8912 -10.3066
C -17.8938 15.5066 -10.5517
C -19.2863 15.0186 -10.8926
C -19.3248 13.4453 -11.1159
N -19.8819 15.7363 -12.0179
H -18.5558 16.7539 -8.2810
H -19.2624 17.8889 -9.4092
H -17.6797 18.1799 -8.7070
H -17.3456 15.1596 -11.4276
H -17.4118 14.8557 -9.8223
H -20.0419 15.3357 -10.1738
H -19.3908 13.1865 -12.1726
H -20.1728 12.8835 -10.7241
H -18.4892 12.8800 -10.7034
H -19.9201 16.7354 -11.8749
H -19.2444 15.5638 -12.7820
C -6.0953 15.1851 -13.3827
O -7.0234 15.9461 -12.5257
C -6.6747 17.3058 -12.4754
C -7.5665 18.1392 -11.5577
C -9.0920 17.9943 -11.8831
N -7.2152 19.5228 -11.7460
H -6.2704 14.1093 -13.3748
H -5.0790 15.2222 -12.9904
H -6.1413 15.5043 -14.4239
H -5.5974 17.4282 -12.3629
H -6.8371 17.7439 -13.4602
H -7.3904 17.8226 -10.5297
H -9.2638 18.3350 -12.9041
H -9.6166 18.6982 -11.2370
H -9.4413 16.9826 -11.6767
H -7.6774 20.2863 -11.2732
H -6.8917 19.8125 -12.6579
C -7.7466 6.3177 0.3081
O -7.4073 4.9301 0.6667
C -5.9967 4.6945 0.5313
C -5.2627 4.7377 -0.8850
C -5.5666 3.6300 -1.7818
N -3.7660 4.8068 -0.8349
H -7.2962 7.0708 0.9547
H -8.8208 6.4637 0.4224
H -7.4973 6.5609 -0.7247
H -5.6794 5.5608 1.1117
H -5.7922 3.7940 1.1104
H -5.5979 5.6736 -1.3320
H -6.6538 3.6329 -1.7037
H -5.2490 2.6233 -1.5100
H -5.2819 3.8657 -2.8073
H -3.4739 4.9450 -1.7919
H -3.3510 3.9636 -0.4648
C -13.7109 8.6489 -4.7866
O -13.0500 9.8170 -5.2446
C -13.7959 11.0152 -4.9799
C -13.2402 12.1236 -5.8641
N -13.3832 11.5840 -7.2007
C -12.4274 12.1611 -8.1869
C -12.1855 11.1927 -9.4248
O -12.7195 9.8493 -9.3844
C -13.4968 9.5305 -10.5024
H -14.6036 8.4262 -5.3711
H -13.9402 8.5852 -3.7228
H -12.9850 7.9042 -5.1131
H -13.3499 11.1778 -3.9987
H -14.8713 11.0996 -4.8235
H -12.1837 12.2856 -5.6504
H -13.7710 13.0730 -5.7933
H -13.3944 10.5775 -7.2846
H -11.4936 12.0086 -7.6457
H -12.6234 13.2113 -8.4032
H -11.1345 11.2895 -9.6969
H -12.7747 11.7509 -10.1525
H -12.9035 9.6179 -11.4126
H -14.2090 10.3350 -10.6859
H -13.9055 8.5216 -10.5600
O -11.7385 13.2514 5.0087
C -13.0094 12.7135 5.0686
C -13.3591 12.2674 3.6398
O -14.8168 11.9701 3.4745
H -11.1566 12.6322 5.4554
H -13.0185 11.9694 5.8651
H -13.7140 13.4876 5.3726
H -12.7294 11.3935 3.4730
H -13.0523 13.0165 2.9100
H -15.0434 11.0377 3.4467
O -16.3044 3.2479 3.4301
C -15.3316 4.1365 3.0053
C -15.4117 5.7163 3.2464
O -16.6586 6.2891 2.9764
H -16.9766 3.1442 2.7527
H -14.4034 3.7582 3.4337
H -15.3577 3.9454 1.9324
H -14.7760 6.1752 2.4890
H -15.0830 5.9219 4.2651
H -17.1449 5.5658 2.5740
O -9.1459 6.9908 -5.8802
C -9.2266 6.8827 -7.3426
C -10.1806 5.7464 -7.8017
O -10.4541 5.7481 -9.1724
H -9.9031 7.5333 -5.6478
H -9.7333 7.6691 -7.9020
H -8.2563 6.6040 -7.7537
H -11.0983 5.7787 -7.2144
H -9.7724 4.8288 -7.3781
H -10.5908 6.6719 -9.3950
O -21.3778 7.6235 -2.2729
C -20.7493 7.0269 -1.1582
C -20.9734 5.4559 -1.0880
O -20.6015 5.0218 0.1916
H -20.9681 7.2202 -3.0417
H -19.7021 7.2589 -0.9642
H -21.1036 7.6044 -0.3044
H -20.4192 4.9386 -1.8712
H -22.0464 5.2676 -1.1247
H -21.1163 4.2206 0.3128
O -14.2069 11.0794 -20.7962
C -14.9556 10.0118 -20.3342
C -14.2727 9.6075 -19.0468
O -14.4851 10.6400 -18.0562
H -13.5474 10.6830 -21.3703
H -15.9977 10.2990 -20.1937
H -14.8265 9.2211 -21.0734
H -13.2142 9.4193 -19.2263
H -14.8026 8.7646 -18.6031
H -13.8516 11.3327 -18.2572
```

Summary:
orbital gap: 0.31518 Eh
energy relative to the best compared isomer or geometry (same formula, charge and spin): 121.32 kcal/mol
multiplicity: 1

***

(2)
Here is one molecule with the formula C26H28ClN3O4 in a non-equilibrium geometry from OMol25. Energies are from the ωB97M-V functional and the def2-TZVPD basis.

Structure (XYZ):
```
62
C26H28ClN3O4 the ωB97M-V functional and the def2-TZVPD basis
O 0.1966 0.2231 -2.5857
C -0.5434 -0.4572 -1.9100
C -1.8021 0.1204 -1.2444
N -2.2434 -0.6262 -0.0907
C -3.6059 -1.1301 -0.1088
C -4.6057 -0.0284 -0.3309
C -5.4568 -0.0588 -1.4289
C -6.3787 0.9481 -1.6523
C -6.4570 2.0160 -0.7753
C -5.6181 2.0702 0.3232
C -4.7019 1.0537 0.5423
Cl -3.6744 1.1427 1.9346
C -1.4698 -0.9134 0.9995
O -1.8483 -1.7071 1.8501
C -0.1591 -0.2759 1.1258
C 0.8058 -0.5513 2.0654
C 1.8723 0.3315 1.8122
C 1.4918 1.0926 0.7402
C 2.1561 2.2141 0.0134
N 3.5960 2.1636 0.1683
C 4.1803 1.0611 -0.5770
C 5.6773 1.0010 -0.2798
O 6.3193 2.2065 -0.6230
C 5.7391 3.2876 0.0667
C 4.2427 3.4032 -0.2267
O 0.2701 0.7301 0.3240
N -0.3984 -1.7863 -1.7351
C 0.8052 -2.5012 -2.1072
C 1.6842 -2.7640 -0.9086
C 3.0074 -2.3474 -0.8970
C 3.8040 -2.5663 0.2144
C 3.2818 -3.1997 1.3282
C 1.9644 -3.6252 1.3220
C 1.1715 -3.4114 0.2096
H -2.6033 0.0988 -1.9887
H -1.6052 1.1701 -1.0064
H -3.7671 -1.6043 0.8656
H -3.7173 -1.8896 -0.8922
H -5.3979 -0.8919 -2.1149
H -7.0315 0.8995 -2.5102
H -7.1712 2.8074 -0.9431
H -5.6706 2.8949 1.0160
H 0.7354 -1.2940 2.8323
H 2.7977 0.4045 2.3433
H 1.8366 2.1725 -1.0439
H 1.8033 3.1643 0.4316
H 3.7015 0.1343 -0.2605
H 4.0281 1.1905 -1.6633
H 6.1596 0.2203 -0.8706
H 5.8216 0.7944 0.7917
H 6.2687 4.1824 -0.2647
H 5.8799 3.1569 1.1503
H 3.8222 4.2268 0.3542
H 4.0984 3.6132 -1.3012
H -1.0089 -2.2525 -1.0812
H 1.3293 -1.8814 -2.8375
H 0.5161 -3.4469 -2.5799
H 3.4160 -1.8511 -1.7653
H 4.8329 -2.2370 0.2101
H 3.9006 -3.3646 2.1975
H 1.5501 -4.1249 2.1845
H 0.1460 -3.7525 0.2192
```

Summary:
orbital gap: 0.33770 Eh
multiplicity: 1

***

(3)
Here is a 2-piece molecular cluster, C24H22F3N4O3 overall in a non-equilibrium geometry from OMol25. Energies are from the ωB97M-V functional and the def2-TZVPD basis.

Structure (XYZ):
```
56
C24H22F3N4O3 the ωB97M-V functional and the def2-TZVPD basis
F -5.1764 -4.9834 -3.3040
C -4.2281 -4.0995 -3.6653
F -3.5300 -4.5689 -4.7165
F -4.7894 -2.9165 -3.9759
C -3.2786 -3.8894 -2.5019
C -1.9558 -3.5650 -2.7457
C -1.0844 -3.3511 -1.7062
C -1.5200 -3.4514 -0.3768
C -0.6195 -3.2374 0.7013
C -0.9890 -3.3203 1.9681
N -1.3912 -3.4119 3.0864
C -2.8692 -3.7779 -0.1462
C -3.7299 -3.9915 -1.1961
H -1.6188 -3.4894 -3.7670
H -0.0519 -3.1132 -1.8989
H 0.4124 -3.0083 0.4914
H -3.2168 -3.8640 0.8705
H -4.7637 -4.2448 -1.0204
C 0.5676 3.9679 -4.5198
N -0.0830 3.7374 -3.2296
C -1.0605 4.7550 -2.8325
C 0.4067 2.7608 -2.3038
C 1.4931 3.0464 -1.4642
C 1.9159 2.1395 -0.5334
C 1.2837 0.8933 -0.4024
C 1.6644 -0.0513 0.6365
C 1.7822 0.2141 1.9641
C 2.2171 -0.8651 2.8441
O 2.4035 -1.9867 2.4029
N 2.4162 -0.5754 4.1986
C 2.8430 -1.6399 5.0692
C 2.2032 0.6906 4.7553
O 2.4566 0.9129 5.9251
N 1.6826 1.6873 3.9246
C 1.4292 2.9887 4.4881
C 1.4256 1.5015 2.5610
O 0.9225 2.4040 1.9175
C 0.2305 0.5895 -1.2746
C -0.2104 1.5057 -2.1882
H 1.3447 3.2268 -4.6886
H -0.1663 3.8895 -5.3182
H 1.0189 4.9570 -4.5423
H -1.4121 4.5732 -1.8200
H -0.6093 5.7435 -2.8678
H -1.9136 4.7295 -3.5056
H 1.9681 4.0085 -1.5448
H 2.7015 2.3951 0.1573
H 1.8566 -1.0690 0.3375
H 2.8987 -1.2699 6.0926
H 2.1253 -2.4564 5.0118
H 3.8213 -1.9987 4.7549
H 1.1441 3.6746 3.6911
H 0.6240 2.9266 5.2173
H 2.3321 3.3478 4.9779
H -0.2626 -0.3617 -1.1778
H -1.0610 1.2914 -2.8110
```

Summary:
charge: -1
orbital gap: 0.15812 Eh
multiplicity: 1

***

(4)
Here is one molecule with the formula C13H20BrN3O in a non-equilibrium geometry from OMol25. Energies are from the ωB97M-V functional and the def2-TZVPD basis.

Structure (XYZ):
```
38
C13H20BrN3O the ωB97M-V functional and the def2-TZVPD basis
C 4.2657 1.6663 1.4462
C 2.9662 0.8877 1.3441
C 1.9798 1.4937 2.3484
C 3.2673 -0.5795 1.6677
N 2.4441 1.1592 -0.0220
C 1.4753 0.1720 -0.5856
C 1.1950 0.5119 -2.0584
C 0.1621 -0.4538 -2.6520
N -1.0106 -0.4454 -1.7971
C -2.2566 -1.0266 -2.0190
O -2.4017 -1.6755 -3.0509
C -3.3067 -1.0039 -0.9431
C -4.5705 -1.5911 -1.2673
C -5.5854 -1.5964 -0.3102
Br -7.2692 -2.3978 -0.6538
C -5.3359 -1.0477 0.8957
C -4.1269 -0.3822 1.1482
N -3.1227 -0.3570 0.2293
H 4.8678 1.3288 2.2813
H 4.0515 2.7633 1.5055
H 4.8762 1.5824 0.5373
H 1.5978 2.4597 2.0496
H 2.4873 1.6316 3.2972
H 1.1716 0.7343 2.5347
H 3.7999 -0.6070 2.6282
H 3.9157 -0.9882 0.9006
H 2.3421 -1.1529 1.7141
H 2.1381 2.1273 -0.1416
H 1.8834 -0.8399 -0.5729
H 0.5504 0.1957 0.0226
H 0.7820 1.5186 -2.1037
H 2.1262 0.5008 -2.6064
H -0.0568 -0.1506 -3.6975
H 0.5418 -1.5112 -2.6733
H -0.9259 0.0945 -0.9254
H -4.7584 -1.9862 -2.2581
H -6.1022 -1.1163 1.6628
H -4.0578 0.0812 2.1250
```

Summary:
orbital gap: 0.31713 Eh
multiplicity: 1

***

(5)
Here is C2H2Br2ClNO as an isolated structure in a non-equilibrium geometry from OMol25. Energies are from the ωB97M-V functional and the def2-TZVPD basis.

Structure (XYZ):
```
9
C2H2Br2ClNO the ωB97M-V functional and the def2-TZVPD basis
C 0.6611 -1.3892 0.9634
C 0.1133 -0.3171 0.2625
N 2.6932 0.2129 -0.5186
O 1.0445 -2.3645 1.4264
Cl -1.8802 -0.4523 0.7585
Br 4.0399 -0.9981 -0.2107
Br 2.7659 1.6938 0.4381
H 0.0578 -0.6810 -0.8357
H 0.2117 0.6097 0.6923
```

Summary:
orbital gap (alpha / beta): 0.32416 / 0.20595 Eh
energy relative to the best compared isomer or geometry (same formula, charge and spin): 109.39 kcal/mol
multiplicity: 1

***

(6)
Here is C4H7BO2S as an isolated structure in a non-equilibrium geometry from OMol25. Energies are from the ωB97M-V functional and the def2-TZVPD basis.

Structure (XYZ):
```
15
C4H7BO2S the ωB97M-V functional and the def2-TZVPD basis
B 0.3089 0.4188 -2.2888
C -0.7354 -0.4852 1.4227
C -0.2726 0.3435 0.3730
C -0.3619 1.3077 -1.3085
C -0.0694 -0.5921 2.7681
O 1.5443 0.0473 -1.8414
O -0.4884 0.0120 -3.3286
S -0.8329 2.8191 -1.1164
H -1.5749 -1.1125 1.1785
H 0.7985 0.7429 0.4578
H -0.8707 -0.7234 3.4430
H 0.5214 0.2431 3.0349
H 0.5082 -1.4076 3.0410
H 1.8586 -0.7625 -2.2151
H -0.3337 -0.8512 -3.6201
```

Summary:
orbital gap: 0.29653 Eh
energy relative to the best compared isomer or geometry (same formula, charge and spin): 97.40 kcal/mol
multiplicity: 1

***

> What is the formula in the fourth record?

C13H20BrN3O